*w*
Here is the molecule C5H11NO2 from the Open Molecules 2025 dataset. Energies are from ωB97M-V with the def2-TZVPD basis set.

The geometry in XYZ format:
```
19
C5H11NO2, DFT ωB97M-V with the def2-TZVPD basis set
C -2.769 -0.542 0.158
C -1.396 -0.808 -0.293
N -0.357 0.199 -0.016
C 0.006 0.876 -1.241
C 0.810 -0.469 0.656
C 2.003 0.320 0.995
O 2.780 0.849 -0.100
O -1.155 -1.822 -0.995
H -3.350 -1.540 -0.003
H -3.139 0.443 -0.283
H -2.779 -0.245 1.206
H -0.304 0.382 -2.106
H -0.583 1.848 -1.270
H 1.144 1.035 -1.447
H 0.394 -0.793 1.674
H 0.889 -1.467 0.139
H 1.691 1.339 1.394
H 2.625 0.039 1.891
H 3.491 0.357 -0.359
```

SMILES ... CC(=O)N(C)CCO
Frontier orbital gap ... 9.7 eV
2S+1 ... 1

***

*x*
Here is a cluster of 3 separate species, C5H11NO2 in total from the Open Molecules 2025 dataset. Energies are from ωB97M-V with the def2-TZVPD basis set.

The geometry in XYZ format:
```
19
C5H11NO2, DFT ωB97M-V with the def2-TZVPD basis set
C -0.684 1.437 -0.038
C -0.139 0.028 -0.339
N 1.015 -0.393 0.431
C 3.537 0.105 -0.296
C -0.435 -0.974 0.793
C -3.368 -0.698 -0.157
O -3.204 -0.282 1.044
O -2.627 -0.605 -1.197
H -1.199 1.825 -0.901
H 3.353 -0.637 -1.036
H 0.123 2.057 0.310
H -0.124 -0.337 -1.337
H -1.386 1.443 0.752
H 2.720 0.846 -0.388
H 4.524 0.507 -0.398
H 3.347 -0.388 0.656
H -0.769 -0.602 1.785
H -0.347 -2.045 0.658
H -4.336 -1.287 -0.342
```

Frontier orbital gap ... 4.2 eV
2S+1 ... 1

***

Last place for stability: *x*

***

*w*
Here is a cluster of 3 separate species, C5H11NO2 in total from the Open Molecules 2025 dataset. Energies are from ωB97M-V with the def2-TZVPD basis set.

The geometry in XYZ format:
```
19
C5H11NO2, DFT ωB97M-V with the def2-TZVPD basis set
N 0.907 1.958 0.935
C -0.887 -0.399 2.115
C -1.303 -1.549 1.606
C -0.913 2.095 -0.751
C 0.232 1.555 -0.166
C 0.749 0.261 -0.716
O 0.072 -0.416 -1.930
H 1.947 2.043 0.838
H -0.607 -0.405 3.170
H -1.084 0.460 1.476
H -0.719 -1.862 0.708
H -1.990 -2.230 2.095
H -1.365 1.491 -1.555
H -0.926 3.070 -0.299
H 1.780 0.433 -1.050
H 0.851 -0.492 0.060
H 1.115 -3.306 -1.170
H 0.278 -1.364 -1.757
O 0.816 -2.500 -0.768
```

Frontier orbital gap ... 3.5 eV
2S+1 ... 1

***

*x*
Here is the molecule C5H11NO2 from the Open Molecules 2025 dataset. Energies are from ωB97M-V with the def2-TZVPD basis set.

The geometry in XYZ format:
```
19
C5H11NO2, DFT ωB97M-V with the def2-TZVPD basis set
C 1.586 0.724 1.635
N 0.064 0.529 1.475
C -0.439 0.018 0.172
C -0.398 1.000 -0.963
C -0.759 0.262 -2.254
O -0.972 0.930 -3.261
C -0.025 -1.437 -0.213
O -1.122 -2.308 0.317
H 2.096 1.026 0.781
H 2.049 -0.204 2.064
H 1.571 1.390 2.496
H -0.458 1.366 1.609
H -1.594 -0.154 0.453
H 0.758 1.332 -1.026
H -1.015 1.829 -0.924
H -0.794 -0.776 -2.476
H 0.812 -1.850 0.216
H -0.037 -1.577 -1.307
H -1.323 -2.101 1.203
```

SMILES ... CN[C@H](CO)CC=O
Frontier orbital gap ... 9.9 eV
2S+1 ... 1

***

*y*
Here is a structure of composition C5H11NO2 from the Open Molecules 2025 dataset. Energies are from ωB97M-V with the def2-TZVPD basis set.

The geometry in XYZ format:
```
19
C5H11NO2, DFT ωB97M-V with the def2-TZVPD basis set
C -1.429 1.439 -0.875
C -0.094 0.804 -0.963
N 0.347 0.339 -2.134
C 0.682 0.511 0.209
O 2.072 0.348 -0.018
H 2.536 1.153 0.233
H 1.242 -0.134 -2.124
H -0.320 0.106 -2.855
H 0.462 1.160 1.055
H -2.122 1.067 -1.632
H -1.334 2.523 -0.979
H -1.855 1.167 0.095
C 0.069 -1.493 2.061
C -0.063 -1.220 0.572
O -1.235 -1.310 0.045
H 0.749 -1.761 0.028
H 1.024 -1.127 2.444
H 0.014 -2.568 2.237
H -0.744 -1.005 2.601
```

Frontier orbital gap ... 8.0 eV
2S+1 ... 1

***

Last place for stability: *w*

***

*w*
Here is a cluster of 2 separate species, C5H11NO2 in total from the Open Molecules 2025 dataset. Energies are from ωB97M-V with the def2-TZVPD basis set.

The geometry in XYZ format:
```
19
C5H11NO2, DFT ωB97M-V with the def2-TZVPD basis set
C -1.246 -1.084 1.091
C 1.085 -0.961 -0.901
C 1.732 0.564 0.815
N 0.634 -0.137 0.192
C -1.225 0.809 -0.272
C -1.840 -0.431 0.039
O -1.220 1.320 -1.531
O -1.220 1.781 0.654
H -0.669 2.509 0.334
H -1.171 0.593 -2.164
H -1.372 -2.152 1.218
H -0.893 -0.553 1.960
H -2.308 -0.972 -0.774
H 1.832 -1.708 -0.592
H 0.232 -1.498 -1.331
H 1.546 -0.364 -1.708
H 2.511 -0.117 1.190
H 1.362 1.143 1.666
H 2.228 1.259 0.113
```

Frontier orbital gap (alpha / beta) ... 8.1 / 8.1 eV
2S+1 ... 1

***

*x*
Here is a structure of composition C5H11NO2 from the Open Molecules 2025 dataset. Energies are from ωB97M-V with the def2-TZVPD basis set.

The geometry in XYZ format:
```
19
C5H11NO2, DFT ωB97M-V with the def2-TZVPD basis set
C 0.261 -0.437 0.684
C -0.890 -1.330 0.391
C 1.580 -0.809 0.058
C -1.121 0.080 -0.103
N 0.399 0.141 1.953
C -1.170 0.490 -1.480
O -1.967 0.784 0.777
O -0.543 0.030 -2.419
H -2.114 1.675 0.440
H 1.409 1.314 -1.998
H 1.915 1.757 -1.588
H -0.496 0.393 2.361
H 1.037 0.924 1.963
H -1.753 1.430 -1.615
H -0.737 -2.075 -0.376
H -1.539 -1.627 1.206
H 1.462 -0.998 -1.005
H 2.324 -0.029 0.203
H 1.943 -1.715 0.546
```

Frontier orbital gap ... 9.1 eV
2S+1 ... 1

***

*y*
Here is a cluster of 3 separate species, C5H11NO2 in total from the Open Molecules 2025 dataset. Energies are from ωB97M-V with the def2-TZVPD basis set.

The geometry in XYZ format:
```
19
C5H11NO2, DFT ωB97M-V with the def2-TZVPD basis set
C 0.292 1.840 0.921
C 0.056 0.535 0.226
C -0.180 0.221 -1.092
N -0.297 -1.128 -1.203
C -0.106 -1.696 0.014
C -0.023 -0.699 0.941
H -0.523 2.517 0.835
H 0.499 1.691 1.976
H 1.170 2.355 0.520
H -0.174 0.906 -1.922
H -0.272 -1.671 -2.046
H 0.019 -2.713 0.147
H -0.021 -0.949 1.987
H -2.302 0.462 0.772
H -2.630 0.724 -0.563
O -3.083 0.373 0.215
H 2.709 -0.136 0.734
H 2.523 0.226 -0.705
O 3.209 -0.032 -0.078
```

SMILES ... Cc1cc[nH]c1.O.O
Frontier orbital gap ... 9.5 eV
2S+1 ... 1

***

Last place for stability: *w*